--- P ---
{
  "formula": "C4H3N2O3",
  "method": "wB97M-V/def2-TZVPD",
  "orbital_gap_ev": 8.635,
  "charge": 1,
  "e_homo_ev": -14.724,
  "symbols": ["C", "C", "C", "C", "N", "N", "O", "O", "O", "H", "H", "H"],
  "positions_angstrom": [[0.930, -0.871, -1.249], [0.769, -1.289, 0.003], [0.141, 0.257, -1.529], [-0.490, 0.605, 0.366], [0.044, -0.554, 0.873], [-1.248, 1.507, 1.068], [-0.456, 0.967, -2.192], [-0.081, 1.957, 0.997], [-2.299, 1.803, 1.436], [1.667, -1.324, -2.034], [1.230, -2.257, 0.462], [-0.208, -0.803, 1.799]],
  "lowdin_charge": [-0.003, -0.049, -0.158, -0.098, 0.105, -0.199, 0.266, 0.260, 0.321, 0.192, 0.199, 0.165]
}

--- Q ---
{
  "formula": "C4H3N2O3",
  "method": "wB97M-V/def2-TZVPD",
  "orbital_gap_ev": 8.890,
  "charge": 1,
  "e_homo_ev": -14.789,
  "symbols": ["C", "C", "C", "C", "N", "N", "O", "O", "O", "H", "H", "H"],
  "positions_angstrom": [[-0.927, -0.501, -0.949], [-2.159, -0.980, -0.917], [-2.427, -1.112, 1.580], [2.149, 0.731, 0.025], [0.945, 0.530, -0.120], [-0.151, -0.073, -0.004], [-3.218, -1.340, -1.046], [-2.624, -1.063, 2.675], [2.529, 2.013, 0.205], [-0.580, -0.366, -1.938], [2.975, -0.015, 0.159], [3.489, 2.177, 0.330]],
  "lowdin_charge": [-0.099, -0.120, 0.066, -0.150, 0.133, 0.126, 0.316, 0.161, 0.091, 0.147, 0.182, 0.147]
}

Q: Which of them is the most stable? A: Q.

--- P ---
{
  "formula": "C4H8BrN2",
  "method": "wB97M-V/def2-TZVPD",
  "orbital_gap_ev": [7.356, 7.353],
  "charge": 1,
  "e_homo_ev": [-13.509, -13.512],
  "symbols": ["C", "C", "C", "C", "N", "N", "Br", "H", "H", "H", "H", "H", "H", "H", "H"],
  "positions_angstrom": [[0.791, 0.962, -0.959], [1.249, -1.266, -0.200], [0.632, 2.053, 0.048], [-1.588, -0.842, 0.560], [1.120, -0.211, -0.666], [-0.763, -2.002, 0.708], [2.438, -2.554, 0.106], [0.703, 1.240, -2.062], [-0.362, 2.563, -0.166], [0.778, 1.583, 1.065], [1.474, 2.782, -0.043], [-2.595, -1.137, 0.614], [-1.565, -0.258, -0.349], [-1.381, -0.307, 1.450], [-0.930, -2.605, -0.104]],
  "lowdin_charge": [-0.087, -0.631, -0.031, -0.183, 0.040, 0.097, 0.964, 0.179, 0.124, 0.109, 0.110, 0.091, 0.082, 0.074, 0.061]
}

--- Q ---
{
  "formula": "C4H8BrN2",
  "method": "wB97M-V/def2-TZVPD",
  "orbital_gap_ev": [7.955, 7.785],
  "charge": 1,
  "e_homo_ev": [-13.360, -13.768],
  "symbols": ["C", "C", "C", "C", "N", "N", "Br", "H", "H", "H", "H", "H", "H", "H", "H"],
  "positions_angstrom": [[0.804, -1.780, -0.715], [-1.134, -0.365, -0.319], [1.522, -2.458, 0.399], [-1.981, 2.579, -0.312], [-0.236, -1.166, -0.518], [-0.826, 1.865, -0.003], [-2.880, -0.746, 0.106], [1.271, -2.132, -1.684], [2.551, -2.214, 0.620], [0.876, -2.466, 1.318], [1.807, -3.523, 0.088], [-2.837, 1.844, 0.076], [-2.247, 2.830, -1.318], [-2.042, 3.378, 0.393], [-0.632, 1.850, 0.981]],
  "lowdin_charge": [-0.082, -0.507, -0.031, -0.186, 0.040, 0.053, 0.892, 0.179, 0.091, 0.110, 0.127, 0.071, 0.083, 0.096, 0.064]
}

Q: Which of them is the most stable? A: P.

--- P ---
{
  "formula": "C2H2FI",
  "method": "wB97M-V/def2-TZVPD",
  "orbital_gap_ev": [7.475, 7.915],
  "e_homo_ev": [-8.889, -9.368],
  "symbols": ["C", "C", "F", "I", "H", "H"],
  "positions_angstrom": [[1.174, -0.291, 0.489], [-1.015, 0.287, -0.295], [-1.591, -0.514, -1.233], [-1.158, 2.313, -0.857], [1.384, -0.353, 1.603], [1.207, -1.442, 0.292]],
  "lowdin_charge": [0.076, -0.589, -0.137, 0.733, -0.049, -0.034]
}

--- Q ---
{
  "formula": "C2H2FI",
  "method": "wB97M-V/def2-TZVPD",
  "orbital_gap_ev": 9.348,
  "e_homo_ev": -10.497,
  "symbols": ["C", "C", "F", "I", "H", "H"],
  "positions_angstrom": [[-0.048, -0.754, 0.484], [0.209, 0.311, -0.156], [-1.541, 1.015, -1.186], [1.601, 1.701, -0.623], [0.836, -1.055, 0.960], [-1.057, -1.219, 0.522]],
  "lowdin_charge": [-0.058, -0.647, -0.455, 0.984, 0.060, 0.115]
}

Q: Which of them is the most stable? A: Q.